[1]
Molecular formula: C30H46N4OS
Method: DFT, wB97M-V/def2-TZVPD

Computed properties:
HOMO in eV: -8.3
ΔE to the lowest compared entry with this formula, charge and spin in kJ/mol: 0.0
Energy in eV: -50697.90134

Geometry as XYZ:
```
82
Properties=species:S:1:pos:R:3:mulliken_charge:R:1
C -0.37983 6.06227 4.30224 -1.353
C -0.38296 4.58358 3.90941 -0.286
C -0.30305 3.63323 5.09994 -0.959
C -0.58365 2.16207 4.65240 0.277
C 0.72519 1.40139 4.51358 -1.013
C 0.68856 0.04201 3.77189 -0.718
C -0.53057 -0.22892 2.89416 -0.555
C -1.79757 -0.70797 3.65020 -0.901
C -3.05807 0.11660 3.33076 -0.177
C -4.31193 -0.75178 3.11147 -1.286
C -4.56356 -1.12376 1.65099 -0.786
C -4.59798 0.07792 0.68908 -1.033
C -3.34781 0.10229 -0.18458 -0.059
C -3.23769 1.36610 -1.06299 -1.192
C -2.65661 1.05828 -2.42480 0.798
C -1.52951 0.19887 -2.54307 -0.713
C -0.95657 -0.15638 -3.72951 0.501
C 0.22971 -1.09518 -3.70145 -1.002
O 0.85024 -1.27483 -4.94767 -0.385
C 2.17657 -0.79164 -5.03380 -0.874
C -1.54112 0.38375 -4.92357 1.094
N -1.18438 0.17021 -6.19554 -0.552
S -2.17029 1.03151 -7.11087 0.122
N -3.09893 1.70796 -5.99173 -0.706
C -2.65250 1.26821 -4.81275 0.524
C -3.20425 1.60333 -3.54669 -1.197
H 0.39744 6.30243 5.01843 0.340
H -1.35913 6.32294 4.69505 0.331
H -0.25584 6.66528 3.40626 0.375
H 0.43970 4.38097 3.22503 0.289
H -1.29864 4.39423 3.35101 0.289
H 0.72729 3.67508 5.44561 0.345
H -0.99021 3.94641 5.87833 0.453
H -1.13323 2.22450 3.72119 -0.112
H -1.21669 1.71930 5.41577 0.272
H 1.06213 1.19958 5.52976 0.186
H 1.49519 2.03263 4.07875 0.397
H 0.82188 -0.80616 4.43964 0.465
H 1.54662 0.02126 3.10032 -0.032
H -0.76478 0.65516 2.30463 0.439
H -0.26456 -0.99117 2.16276 0.403
H -1.59826 -0.60938 4.71263 0.424
H -1.98612 -1.74300 3.38511 0.584
H -3.27642 0.79278 4.15297 0.382
H -2.87691 0.75782 2.47356 0.149
H -4.16199 -1.67357 3.66854 0.440
H -5.18771 -0.24385 3.50671 0.362
H -5.52442 -1.63634 1.60471 0.396
H -3.83047 -1.85184 1.30726 0.394
H -5.48041 0.03420 0.05788 0.519
H -4.61628 0.98383 1.29431 0.392
H -3.37535 -0.77855 -0.81957 0.606
H -2.46992 0.04175 0.45679 -0.183
H -2.66076 2.14651 -0.57315 0.359
H -4.24608 1.73398 -1.23372 0.346
H -1.11106 -0.19240 -1.62412 0.567
H 0.94203 -0.75400 -2.95020 0.362
H -0.14625 -2.06723 -3.37380 0.431
H 2.87546 -1.58618 -4.76075 0.317
H 2.35246 -0.51932 -6.06947 0.313
H 2.34099 0.08008 -4.40253 0.376
H -4.04657 2.27521 -3.50938 0.440
N 5.50189 -3.40744 -5.24602 0.029
C 6.08854 -2.17144 -5.21866 -0.371
C 7.40815 -2.33973 -4.89725 -0.472
C 7.62685 -3.73398 -4.72522 -0.360
C 6.43266 -4.36475 -4.94773 -0.508
H 4.53663 -3.58498 -5.45258 0.186
H 5.51891 -1.28287 -5.43063 0.360
H 8.13657 -1.55292 -4.79676 0.385
H 8.55458 -4.21650 -4.46793 0.386
H 6.16656 -5.40728 -4.92032 0.374
N 2.40523 -1.43305 0.55470 0.110
C 1.91256 -2.24357 -0.43208 -0.312
C 2.13139 -3.54185 -0.05714 -0.549
C 2.78107 -3.51343 1.20759 -0.517
C 2.93462 -2.19902 1.55692 -0.540
H 2.38269 -0.43043 0.54471 0.221
H 1.45111 -1.82872 -1.31182 0.282
H 1.85738 -4.41529 -0.62450 0.432
H 3.09715 -4.36091 1.79195 0.449
H 3.37090 -1.74390 2.42939 0.430
```

***

[2]
Molecular formula: Cl2H2NP
Method: DFT, wB97M-V/def2-TZVPD

Computed properties:
HOMO (alpha / beta) in eV: -6.7 / -10.4
ΔE to the lowest compared entry with this formula, charge and spin in kJ/mol: 62.1
Energy in eV: -35853.67736
Multiplicity: 3

Geometry as XYZ:
```
6
Properties=species:S:1:pos:R:3:mulliken_charge:R:1
N -0.31222 -0.61363 0.73115 -0.452
P -0.58858 0.12798 -0.79160 0.304
Cl 1.63989 0.39968 -1.81814 -0.232
Cl -0.58707 1.96980 -0.24471 -0.101
H -0.71020 -1.50027 0.85157 0.232
H 0.55818 -0.38356 1.27173 0.250
```

***

[3]
Molecular formula: C30H28N2O6PtS
Method: DFT, wB97M-V/def2-TZVPD

Computed properties:
HOMO (alpha / beta) in eV: -7.4 / -8.4
ΔE to the lowest compared entry with this formula, charge and spin in kJ/mol: 50.5
Energy in eV: -60909.63129
Multiplicity: 3

Geometry as XYZ:
```
68
Properties=species:S:1:pos:R:3:mulliken_charge:R:1
Pt 0.76337 0.17245 -1.13370 1.776
O -1.21540 -0.19078 -0.15761 -0.933
C -2.28331 -0.45528 -1.12621 3.777
C -1.70126 -0.56278 -2.57383 0.188
O -2.37989 -1.13187 -3.40548 -0.681
O -0.60468 0.06623 -2.80250 -0.713
C -3.19240 0.76205 -1.15655 -1.292
C -2.76494 2.00114 -0.69754 -0.203
C -3.59856 3.10734 -0.79830 -0.980
C -4.85774 2.98536 -1.36390 -0.369
C -5.28158 1.74956 -1.83518 -0.978
C -4.45308 0.64444 -1.73509 -0.111
C -2.97909 -1.71448 -0.64421 -0.971
C -2.71989 -2.96528 -1.19461 -0.115
C -3.28765 -4.10107 -0.63565 -1.034
C -4.10878 -4.00320 0.47748 -0.335
C -4.36305 -2.75955 1.03662 -0.964
C -3.80130 -1.62301 0.47711 -0.042
H -1.12280 -0.97696 0.41491 0.392
H -1.78173 2.10770 -0.26248 0.518
H -3.25326 4.06814 -0.43803 0.444
H -5.50612 3.84842 -1.44235 0.405
H -6.25953 1.64642 -2.28684 0.400
H -4.77351 -0.31533 -2.11880 0.505
H -2.08617 -3.04866 -2.06442 0.466
H -3.08670 -5.06850 -1.07721 0.412
H -4.55095 -4.89276 0.90767 0.412
H -5.00134 -2.67282 1.90637 0.393
H -4.00590 -0.65108 0.90935 0.447
C 3.76710 1.90245 -0.01650 -0.919
N 3.17934 2.03850 1.34222 0.342
C 3.71775 3.24841 2.00287 -0.868
C 1.64626 2.00548 1.35773 -1.123
C 1.05314 2.83594 0.25878 0.729
C 0.82110 4.19991 0.41804 -0.183
C 0.41148 4.96584 -0.66232 -0.863
C 0.25033 4.36297 -1.90377 -0.616
C 0.44512 2.99726 -2.05914 -0.606
C 0.82115 2.19849 -0.97721 -0.040
H 4.84599 1.83416 0.09351 0.391
H 3.48337 2.77502 -0.59725 0.433
H 3.38279 0.99990 -0.47134 0.154
H 3.48049 1.20251 1.86692 0.320
H 3.36558 4.12335 1.45967 0.384
H 4.80386 3.20886 1.97826 0.330
H 3.36667 3.28158 3.03133 0.371
H 1.34774 2.28821 2.36754 0.683
H 1.41074 0.96081 1.19291 -0.220
H 0.94719 4.66214 1.39206 0.517
H 0.21788 6.02324 -0.53812 0.382
H -0.06297 4.95770 -2.75286 0.409
H 0.24247 2.53271 -3.01616 0.512
O 3.99900 -0.52310 1.86613 -0.925
C 3.19617 -1.33922 1.41276 0.262
N 1.99883 -1.01670 0.86927 -0.120
S 1.13662 -2.30404 0.46964 1.221
O 0.89333 -2.26375 -0.97296 -0.743
O -0.05792 -2.43072 1.27199 -0.774
C 2.33830 -3.51508 0.91113 0.098
C 2.29623 -4.89084 0.82421 -0.535
C 3.41654 -5.58144 1.27101 -0.574
C 4.51841 -4.90395 1.78714 -0.536
C 4.53387 -3.51744 1.87233 -0.478
C 3.42308 -2.82835 1.42217 -0.013
H 1.43319 -5.40611 0.42647 0.502
H 3.43261 -6.66179 1.21865 0.398
H 5.37407 -5.47089 2.12885 0.392
H 5.38037 -2.97782 2.27502 0.494
```